ORCA calculation (the ωB97M-V functional and the def2-TZVPD basis) on a structure of composition C34H60BBrN4P2Ta.

Atoms and positions in Å:
Ta -0.7345 -0.1573 -0.0673
C 1.5037 -4.9242 1.1120
C 0.3656 -4.0173 0.6116
C -0.4152 -4.7930 -0.4556
C -0.5125 -3.7149 1.8357
P 1.0229 -2.3816 -0.0550
C 2.2656 -1.9204 1.2293
N 2.2684 -0.4870 1.3245
B 1.1558 0.3220 0.9561
N 1.4511 1.6308 1.4645
C 0.5465 2.7531 1.4097
P -0.3696 2.5848 -0.1828
C -1.9660 3.5719 0.0269
C -3.0308 2.6033 0.5390
C -1.8054 4.6871 1.0733
C -2.4524 4.1705 -1.2950
C 0.8045 3.3700 -1.4536
C 0.2503 3.4676 -2.8878
C 1.1538 4.7946 -0.9897
C 2.0953 2.5466 -1.5077
C 2.6953 1.6053 2.0761
C 3.4233 2.6163 2.7005
C 4.6562 2.2814 3.2213
C 5.1580 0.9723 3.1400
C 4.4416 -0.0378 2.5320
C 3.2031 0.2935 1.9874
C 2.0721 -2.6174 -1.6016
C 2.8115 -1.2955 -1.8405
C 3.1145 -3.7305 -1.4432
C 1.2146 -2.9648 -2.8204
H 1.0420 -5.8166 1.5404
H 2.0956 -4.4690 1.9047
H 2.1695 -5.2564 0.3230
H -0.9456 -5.6175 0.0227
H 0.2513 -5.2286 -1.1989
H -1.1579 -4.2001 -0.9945
H -0.9564 -4.6493 2.1824
H -1.3223 -3.0130 1.6456
H 0.0684 -3.3094 2.6657
H 3.2469 -2.3276 0.9796
H 1.9590 -2.3674 2.1775
H 1.0684 3.7080 1.4654
H -0.1776 2.7210 2.2281
H -2.7538 2.1733 1.4988
H -3.2362 1.7989 -0.1824
H -3.9681 3.1453 0.6839
H -1.7650 4.2926 2.0887
H -2.6840 5.3319 1.0135
H -0.9356 5.3208 0.9159
H -2.5572 3.4236 -2.0865
H -1.8156 4.9772 -1.6496
H -3.4414 4.5981 -1.1217
H -0.5106 4.2294 -3.0049
H -0.1454 2.5389 -3.3003
H 1.0827 3.7423 -3.5374
H 0.2938 5.3733 -0.6628
H 1.5901 5.3303 -1.8347
H 1.8995 4.7909 -0.1950
H 1.9256 1.5518 -1.9227
H 2.5891 2.4453 -0.5425
H 2.7870 3.0577 -2.1803
H 3.0388 3.6237 2.7928
H 5.2480 3.0399 3.7148
H 6.1246 0.7531 3.5719
H 4.8301 -1.0471 2.4921
H 3.5569 -1.0878 -1.0724
H 2.1400 -0.4351 -1.8672
H 3.3307 -1.3532 -2.7985
H 3.7214 -3.6393 -0.5428
H 3.7951 -3.6676 -2.2950
H 2.6647 -4.7208 -1.4687
H 0.4121 -2.2538 -2.9958
H 0.7674 -3.9547 -2.7470
H 1.8498 -2.9623 -3.7078
N -2.3408 -1.7975 -0.6165
C -3.7715 -1.6067 -1.0989
C -3.9000 -1.3812 -2.5975
C -3.0498 -0.1834 -3.0333
C -1.6038 -0.6114 -3.2821
N -0.6804 0.1155 -2.3520
H -1.9368 -2.5238 -1.2050
H -2.4201 -2.2424 0.2946
H -4.1868 -0.7364 -0.5946
H -4.3414 -2.4770 -0.7755
H -4.9553 -1.2382 -2.8252
H -3.5920 -2.2766 -3.1449
H -3.0616 0.5426 -2.2057
H -3.4586 0.3478 -3.8903
H -1.2925 -0.4554 -4.3151
H -1.4808 -1.6708 -3.0798
H -0.7940 1.1094 -2.5358
H 0.2906 -0.0708 -2.6199
Br -3.7343 -0.7849 6.0143
C -2.9241 -0.5602 4.3586
C -1.5375 -0.4777 4.2593
C -0.9453 -0.3080 3.0254
C -1.6895 -0.2377 1.8088
C -3.1012 -0.3117 1.9847
C -3.7115 -0.4667 3.2047
H -0.9289 -0.5408 5.1514
H 0.1357 -0.2482 3.0140
H -3.7618 -0.2147 1.1338
H -4.7892 -0.5133 3.2848

HOMO level = -15.61 eV
Net charge = +3
Orbital gap = 5.69 eV
Relative energy (zero: lowest compared OMol25 entry of this formula, charge and spin) = 0.0 kJ/mol
Electronic energy = -4888.3090 Eh

ORCA calculation (the ωB97M-V functional and the def2-TZVPD basis) on a cluster of 2 separate species, C19H24N3 in total.

Atoms and positions in Å:
C 1.4810 1.3858 0.6616
C 2.8416 0.7894 1.1607
C 2.4407 -0.0332 2.3575
C 1.0688 -0.0173 2.5389
C 0.4473 0.8451 1.6014
C -0.8348 1.4641 1.7892
C -1.6967 1.0340 2.8359
C -2.8776 1.7193 3.1133
C -3.2618 2.8188 2.3365
C -2.4311 3.2527 1.2920
C -1.2510 2.5705 0.9940
H 1.4860 2.4821 0.6303
H 1.3089 1.0358 -0.3622
H 3.2770 0.1746 0.3577
H 3.5595 1.5922 1.3847
H 3.1731 -0.5262 2.9961
H 0.5238 -0.5653 3.3103
H -1.4168 0.1711 3.4433
H -3.5081 1.3859 3.9395
H -4.1911 3.3556 2.5532
H -2.7065 4.1247 0.6947
H -0.6166 2.8989 0.1644
C 1.6505 1.4075 -3.7008
C 0.6343 0.4673 -3.6193
N 1.1781 -0.6340 -2.9905
C 0.4947 -1.9008 -2.6806
C 0.3583 -2.1097 -1.1726
C -0.5105 -3.3320 -0.8292
C -1.5333 -2.8525 0.2166
C -1.5336 -1.3212 0.0981
N -0.2612 -0.9985 -0.4855
C 2.5041 -0.3621 -2.7413
N 2.7930 0.8736 -3.1424
H 1.5901 2.3976 -4.1310
H -0.3855 0.4943 -3.9698
H -0.5020 -1.8589 -3.1500
H 1.0765 -2.7381 -3.1034
H 1.3754 -2.2656 -0.7666
H -1.0414 -3.6580 -1.7336
H 0.0989 -4.1681 -0.4719
H -2.5287 -3.2630 0.0330
H -1.2250 -3.1349 1.2292
H -2.3749 -0.9782 -0.5393
H -1.6463 -0.8258 1.0680
H -0.1847 -0.0751 -0.8973
H 3.1574 -1.1225 -2.3129

HOMO level = -11.32 eV
Net charge = +1
Orbital gap = 5.90 eV
Relative energy (zero: lowest compared OMol25 entry of this formula, charge and spin) = 84.9 kJ/mol
Electronic energy = -902.3878 Eh

ORCA calculation (the ωB97M-V functional and the def2-TZVPD basis) on a structure of composition C24H18Cl3N5O5SSiTi.

Atoms and positions in Å:
Ti 0.7228 -0.1447 -0.9866
O -2.6166 1.8730 -0.3021
C -1.4267 1.9316 -0.0725
N -0.4107 1.5640 -0.9520
C -0.7247 1.8899 -2.3089
C -1.1375 3.1576 -2.7067
C -1.3840 3.4176 -4.0455
C -1.2229 2.4159 -4.9966
C -0.8248 1.1445 -4.6103
C -0.5886 0.8823 -3.2670
N -0.1316 -0.3317 -2.7094
C -0.4372 -1.5818 -3.1331
O -1.2564 -1.9320 -3.9523
C 0.4998 -2.5619 -2.4516
C 0.5216 -3.8994 -2.7735
C 1.5583 -4.6835 -2.2977
C 2.5709 -4.0739 -1.5912
C 2.4604 -2.7308 -1.2824
N 1.4064 -1.9936 -1.6386
C -1.0117 2.5514 1.2642
C -2.0099 2.9698 2.1333
C -1.6484 3.6047 3.3142
C -0.3069 3.8245 3.5721
C 0.6210 3.3760 2.6422
N 0.2857 2.7436 1.5167
H -1.2510 3.9365 -1.9612
H -1.7097 4.4064 -4.3468
H -1.4172 2.6237 -6.0426
H -0.7013 0.3505 -5.3383
H -0.2646 -4.2812 -3.4117
H 1.5962 -5.7451 -2.5126
H 3.4455 -4.6248 -1.2714
H 3.2294 -2.2144 -0.7401
H -3.0414 2.7817 1.8641
H -2.4063 3.9255 4.0204
H 0.0203 4.3121 4.4843
H 1.6851 3.5148 2.8136
Cl 2.6890 0.8214 -0.8014
Si 0.0154 -1.4550 1.2280
Cl 1.9955 -1.9376 1.7872
Cl -1.0976 -2.8592 2.2674
N -0.0851 -0.1156 2.6502
C 0.3125 -0.3066 4.0428
C -0.6727 -0.5683 4.9839
C -0.3351 -0.6109 6.3251
C 0.9859 -0.3909 6.7212
C 1.9669 -0.1590 5.7654
C 1.6304 -0.1077 4.4165
S 1.3563 -0.2855 8.4789
O 1.0071 -1.5966 8.9939
O 0.4793 0.7834 8.9267
O 2.7721 0.0327 8.5239
H 0.4706 0.6357 2.2549
H -1.0504 0.2049 2.6327
H -1.7008 -0.7240 4.6638
H -1.0873 -0.7815 7.0899
H 2.9838 0.0115 6.1021
H 2.3795 0.1071 3.6620

HOMO level (spin up / spin down) = -5.77 / -5.77 eV
Expectation value of S² = 0.76
Net charge = -1
Orbital gap (spin up / spin down) = 7.07 / 6.80 eV
Spin multiplicity = 2
Electronic energy = -4493.4416 Eh

ORCA calculation (the ωB97M-V functional and the def2-TZVPD basis) on a structure of composition C15H8Cl5F3MnTe.

Atoms and positions in Å:
Mn -0.3197 -0.6068 0.1077
Cl -1.2539 -1.7658 2.3664
C -1.3196 -0.0134 2.5514
C -0.7577 0.6952 1.5127
C -0.7761 2.0752 1.5463
Cl -0.0965 2.9437 0.2159
C -1.3677 2.7371 2.6214
Cl -1.4088 4.4453 2.6615
C -1.9374 1.9923 3.6653
Cl -2.6706 2.7936 4.9822
C -1.9220 0.5929 3.6403
Cl -2.6227 -0.3431 4.8861
F 1.4679 -1.5501 -0.6847
C 1.6624 -0.4485 0.2362
F 2.3988 -0.8799 1.2251
F 2.2861 0.4986 -0.4263
C -3.3994 1.1131 -0.8589
Te -2.4726 -0.6386 -1.6548
C -3.7547 -1.7577 -0.3559
C -4.6698 -0.7398 0.2810
C -5.6943 -1.1712 1.1238
C -6.5364 -0.2547 1.7243
C -6.3670 1.1046 1.4847
C -5.3572 1.5367 0.6456
C -4.5017 0.6145 0.0420
H -3.7645 1.7018 -1.6977
H -2.6518 1.6921 -0.3225
H -3.1518 -2.2843 0.3795
H -4.2864 -2.4871 -0.9632
H -5.8295 -2.2302 1.3063
H -7.3292 -0.5977 2.3749
H -7.0271 1.8254 1.9475
H -5.2288 2.5948 0.4531

HOMO level (spin up / spin down) = -12.39 / -12.42 eV
Expectation value of S² = 6.18
Net charge = +1
Orbital gap (spin up / spin down) = 7.12 / 8.09 eV
Spin multiplicity = 5
Relative energy (zero: lowest compared OMol25 entry of this formula, charge and spin) = 17.7 kJ/mol
Electronic energy = -4595.6850 Eh

ORCA calculation (the ωB97M-V functional and the def2-TZVPD basis) on the ion C6H8N with charge +1.

Atoms and positions in Å:
C -0.0301 1.1693 -0.1582
C -0.9492 1.2183 -1.1512
C 0.9023 1.2984 0.9717
C 1.2815 0.4207 0.0987
C 2.0953 -0.5923 -0.4799
C -1.9041 -0.8607 -0.0864
N -1.3869 0.5488 0.0607
H 0.9014 1.8002 1.9057
H 1.8148 -1.5515 0.1724
H 3.0848 -0.4689 -0.1051
H 1.9873 -0.5978 -1.6595
H -1.0730 -1.4675 0.3223
H -2.7134 -1.0862 0.5151
H -2.0699 -0.9557 -1.1027
H -1.9408 1.1249 0.6963

HOMO level = -14.22 eV
Net charge = +1
Orbital gap = 8.76 eV
Relative energy (zero: lowest compared OMol25 entry of this formula, charge and spin) = 808.6 kJ/mol
Electronic energy = -287.6483 Eh

ORCA calculation (the ωB97M-V functional and the def2-TZVPD basis) on a structure of composition B3CsF12.

Atoms and positions in Å:
Cs -7.2662 9.2719 -17.6560
B -7.8543 6.6548 -17.8652
F -7.5943 7.2309 -16.6668
F -7.6904 5.2683 -17.8472
F -9.1573 6.8790 -18.2340
F -7.0862 7.2619 -18.8186
B -6.1607 9.2294 -15.2494
F -7.3362 8.5819 -15.1008
F -5.4565 8.5348 -16.1432
F -6.4874 10.4430 -15.8299
F -5.5628 9.4310 -14.0543
B -9.7966 10.4395 -18.0499
F -10.1280 10.0242 -16.7852
F -9.6071 9.3126 -18.8504
F -10.7203 11.3276 -18.5556
F -8.6068 11.0975 -17.8049

HOMO level = -2.93 eV
Net charge = -2
Orbital gap = 7.38 eV
Relative energy (zero: lowest compared OMol25 entry of this formula, charge and spin) = 676.3 kJ/mol
Electronic energy = -1293.7338 Eh

ORCA calculation (the ωB97M-V functional and the def2-TZVPD basis) on a cluster of 4 separate species, C14H22F10N3O6S in total.

Atoms and positions in Å:
O -0.6929 1.6206 -1.2210
S -1.1479 1.4847 -2.5898
O -1.8473 2.6757 -3.0227
C -2.2419 0.0938 -2.7034
O -3.2919 0.4832 -3.5968
C -1.6423 -1.1286 -3.3312
F -0.5653 -1.6065 -2.6655
F -1.2991 -1.0403 -4.6457
F -2.5685 -2.1319 -3.3036
C 0.4494 1.4479 -3.5389
F 0.9206 0.2373 -3.8517
F 1.3747 2.0350 -2.7472
C 0.5004 2.3009 -4.8379
F 0.2890 3.5947 -4.5919
F 1.7797 2.1878 -5.2992
C -0.3796 1.8002 -6.0060
F -1.6685 1.7432 -5.6981
F -0.2236 2.6889 -7.0226
F 0.0565 0.6100 -6.4449
H -4.0566 0.0388 -3.2387
C -3.3576 -0.4509 0.3172
O -3.3397 -1.5002 -0.2934
N -2.7373 -0.2516 1.4932
C -2.7610 1.0148 2.1977
C -1.9926 -1.3571 2.0640
H -3.8773 0.4448 -0.0599
H -1.7511 1.3973 2.3038
H -3.1914 0.8797 3.1927
H -3.3573 1.7406 1.6473
H -1.2073 -1.6771 1.3770
H -2.6568 -2.2065 2.2401
H -1.5476 -1.0418 3.0037
C 2.9669 -1.9134 0.5555
O 1.9305 -1.9741 1.1889
N 3.1767 -1.1528 -0.5296
C 4.4563 -1.1308 -1.2025
C 2.0964 -0.3174 -1.0558
H 3.8625 -2.4949 0.8458
H 4.8672 -0.1186 -1.1969
H 4.3423 -1.4568 -2.2386
H 5.1556 -1.7970 -0.6993
H 1.7574 0.3741 -0.2854
H 1.2590 -0.9549 -1.3345
H 2.4363 0.2395 -1.9139
C 0.3635 0.4526 4.5057
O -0.6566 1.1086 4.4436
N 0.7794 -0.2147 5.5999
C 2.0003 -0.9941 5.6043
C -0.0302 -0.1473 6.8029
H 1.0407 0.3362 3.6434
H 1.7799 -2.0399 5.8283
H 2.6916 -0.6089 6.3579
H 2.4770 -0.9402 4.6284
H -1.0302 -0.5346 6.6046
H -0.1279 0.8879 7.1324
H 0.4374 -0.7357 7.5883

HOMO level = -4.24 eV
Net charge = -1
Orbital gap = 6.57 eV
Electronic energy = -2559.2348 Eh

ORCA calculation (the ωB97M-V functional and the def2-TZVPD basis) on the molecule C5H15NSi2.

Atoms and positions in Å:
C 0.4773 -0.5379 1.7674
C 1.3892 0.2351 0.8299
C -1.0060 -0.1577 1.9632
C 2.5941 0.6300 -1.8294
C -2.9878 0.6955 -0.3801
N -0.1765 -0.5956 -1.7969
Si 1.2019 -0.3960 -0.9592
Si -1.9529 -0.6707 0.4146
H 0.4162 -1.5378 1.5112
H 0.8552 -0.6634 2.8198
H 1.3270 1.3963 0.9977
H 2.3510 -0.0164 1.0370
H -1.2719 -0.7175 2.7854
H -0.9680 0.9766 1.9570
H 3.5397 0.5142 -1.3388
H 2.6992 0.1686 -2.8522
H 2.3861 1.6556 -1.7635
H -2.4362 1.5346 -0.4469
H -3.2066 0.4856 -1.4576
H -4.0048 0.9057 0.0736
H -0.6233 -0.0729 -2.5112
H 1.5574 -1.8932 -0.6103
H -2.1604 -1.9388 -0.2107

HOMO level = -7.96 eV
Orbital gap = 7.42 eV
Relative energy (zero: lowest compared OMol25 entry of this formula, charge and spin) = 310.6 kJ/mol
Electronic energy = -833.1346 Eh